{
  "formula": "C36H38O2OsP2",
  "method": "ωB97M-V with the def2-TZVPD basis set",
  "elements": ["Os", "C", "C", "C", "C", "C", "C", "C", "C", "C", "H", "H", "H", "H", "H", "H", "H", "H", "H", "H", "H", "H", "H", "H", "H", "P", "P", "C", "C", "C", "C", "C", "C", "C", "C", "C", "C", "C", "C", "C", "C", "C", "C", "C", "C", "C", "C", "C", "C", "C", "C", "C", "C", "H", "H", "H", "H", "H", "H", "H", "H", "H", "H", "H", "H", "H", "H", "H", "H", "H", "H", "H", "H", "H", "H", "O", "C", "O", "H"],
  "xyz": [[0.57083, -0.22101, 0.34661], [-2.02080, -0.27812, 4.58851], [-2.58836, -0.39808, 3.37360], [-3.24555, 0.77864, 2.65277], [-2.47476, 1.92159, 1.87366], [-0.97738, 1.96973, 1.68933], [-0.17376, 1.78356, 2.81870], [-0.70779, 2.05913, 4.14925], [-1.56098, 1.10075, 5.03622], [2.27720, -0.39147, 1.13839], [-1.68570, -1.14007, 5.19579], [-2.34987, -1.28421, 2.72101], [-3.84434, 1.25523, 3.47256], [-3.89739, 0.24234, 1.91834], [-2.97978, 1.94547, 0.89343], [-2.80107, 2.88821, 2.30219], [-0.70599, 2.76380, 0.92161], [0.90555, 1.91493, 2.64275], [-1.28464, 2.98830, 4.00202], [0.15837, 2.49002, 4.69009], [-1.00203, 1.04013, 5.95579], [-2.46398, 1.66387, 5.30147], [2.31156, -1.35707, 1.54357], [2.84753, 0.32644, 1.69741], [2.62016, -0.45912, 0.04950], [-0.35317, -1.41529, -1.11498], [1.01487, 1.04211, -1.34542], [-1.38001, -0.00152, -1.66702], [-0.73491, 1.18818, -1.82239], [-0.62022, -2.50668, -2.60342], [-1.55939, -2.30999, -3.64467], [-1.61017, -3.11372, -4.79693], [-0.80703, -4.23734, -4.90256], [-0.02397, -4.59678, -3.80186], [0.06563, -3.72901, -2.70579], [-1.11949, -2.43830, 0.21464], [-0.49396, -2.41151, 1.47538], [-1.08700, -3.21338, 2.47933], [-2.19136, -4.00216, 2.15914], [-2.79634, -3.98774, 0.89358], [-2.18733, -3.25281, -0.10811], [1.77156, 1.03787, -3.12280], [1.61924, -0.00892, -4.05446], [2.32391, -0.00698, -5.25977], [3.12215, 1.07561, -5.63179], [3.20148, 2.15618, -4.75908], [2.48698, 2.15917, -3.56139], [1.73116, 2.59992, -0.74909], [3.11046, 2.66118, -0.51407], [3.59118, 3.61107, 0.37679], [2.71206, 4.59632, 0.83951], [1.43698, 4.74367, 0.27299], [0.97688, 3.75380, -0.58557], [-2.38557, -0.23431, -1.97436], [-1.11520, 2.11554, -2.22137], [-2.27358, -1.50426, -3.59340], [-2.27751, -2.84721, -5.62507], [-0.75991, -4.80642, -5.82289], [0.53022, -5.53924, -3.81397], [0.69200, -4.00743, -1.88040], [0.59219, -2.38325, 1.47945], [-0.61700, -3.31279, 3.46062], [-2.65911, -4.64690, 2.91819], [-3.70072, -4.56148, 0.65166], [-2.55466, -3.25008, -1.11414], [0.96146, -0.84302, -3.81531], [2.22447, -0.83739, -5.95027], [3.65873, 1.08525, -6.58685], [3.78134, 3.03254, -5.02385], [2.53331, 3.06052, -2.96239], [3.78414, 1.97990, -1.03746], [4.63971, 3.57561, 0.68378], [3.02330, 5.26390, 1.63559], [0.82729, 5.62643, 0.46851], [0.07077, 3.89752, -1.17527], [1.70682, -0.62890, 5.52202], [0.98299, -0.94721, 4.57131], [0.81030, -0.44611, 3.44578], [0.39702, -1.83724, 4.82530]],
  "lowdin_charge": [1.048, -0.100, -0.104, -0.148, -0.190, -0.141, -0.120, -0.162, -0.153, -0.303, 0.104, 0.081, 0.125, 0.114, 0.100, 0.123, 0.107, 0.103, 0.130, 0.133, 0.102, 0.119, 0.005, 0.045, 0.036, 0.820, 0.849, -0.268, -0.219, -0.350, -0.085, -0.051, -0.049, -0.042, -0.091, -0.357, -0.174, -0.065, -0.032, -0.011, -0.061, -0.256, -0.073, -0.056, -0.041, -0.047, -0.088, -0.408, -0.109, -0.048, -0.049, -0.051, -0.116, 0.082, 0.097, 0.091, 0.125, 0.120, 0.122, 0.103, 0.085, 0.114, 0.132, 0.134, 0.108, 0.078, 0.115, 0.126, 0.119, 0.101, 0.124, 0.125, 0.116, 0.123, 0.117, 0.311, -0.413, -0.042, 0.156],
  "spin_multiplicity": 5,
  "homo_lumo_gap_ev": [6.171, 4.880],
  "s_squared": 6.024,
  "charge": 2,
  "homo_energy_ha": [-0.470, -0.501],
  "e_lumo_ev": [-6.619, -8.764]
}

=====

{
  "formula": "C2H9N2O2S",
  "method": "ωB97M-V with the def2-TZVPD basis set",
  "elements": ["C", "C", "N", "N", "O", "O", "S", "H", "H", "H", "H", "H", "H", "H", "H", "H"],
  "xyz": [[0.23280, -1.74178, 0.41432], [0.88158, -0.41476, 0.66525], [-0.46271, -1.94277, -0.61257], [0.42221, 0.41643, -0.47268], [-2.15777, 0.42930, -1.16159], [-0.70791, -0.02204, -2.95682], [-2.09618, 0.06981, -2.63120], [0.33720, 3.07118, 3.35305], [0.67995, -2.45047, 1.15256], [2.02863, -0.52954, 0.45453], [0.71992, 0.13310, 1.62059], [-0.73843, -2.84324, -0.94256], [0.51706, 1.44325, -0.33690], [-0.62742, 0.25451, -0.47789], [0.86046, 0.16834, -1.28788], [0.11062, 3.95867, 3.21979]],
  "lowdin_charge": [-0.191, -0.120, 0.135, 0.127, -0.469, -0.425, 1.040, -0.009, 0.138, 0.177, 0.143, 0.086, 0.192, 0.069, 0.094, 0.015],
  "homo_lumo_gap_ev": 8.979,
  "charge": 1,
  "homo_energy_ha": -0.537,
  "e_lumo_ev": -5.640
}

=====

{
  "formula": "C12H14N2O",
  "method": "ωB97M-V with the def2-TZVPD basis set",
  "elements": ["C", "C", "C", "C", "C", "C", "C", "C", "C", "C", "C", "C", "N", "N", "O", "H", "H", "H", "H", "H", "H", "H", "H", "H", "H", "H", "H", "H", "H"],
  "xyz": [[-3.24837, 1.11725, -0.33840], [-3.75217, -0.16896, -0.16459], [-1.96239, 1.39538, 0.05476], [-2.91370, -1.12008, 0.39300], [-1.19031, 0.36640, 0.64925], [2.77542, 1.04589, 0.50758], [2.63421, -0.28459, 0.78738], [1.15733, 0.90913, -1.38353], [1.01370, -0.59444, -1.10063], [1.62884, 1.68755, -0.15709], [1.60053, -1.01844, 0.20641], [1.22136, -2.36908, 0.68359], [-1.67801, -0.87993, 0.78409], [-0.00318, 0.59008, 1.24918], [0.65134, 1.74998, 0.93601], [-3.86507, 1.89018, -0.77735], [-4.76399, -0.41037, -0.45141], [-1.53610, 2.38322, -0.03455], [-3.25126, -2.14090, 0.53334], [3.52181, 1.65558, 0.99109], [3.26710, -0.75910, 1.52509], [1.90385, 1.07631, -2.16009], [0.20952, 1.31833, -1.73175], [-0.03609, -0.90016, -1.11852], [1.51923, -1.16930, -1.88458], [1.78975, 2.74269, -0.39617], [1.92160, -2.74824, 1.42309], [1.15582, -3.06024, -0.15599], [0.22924, -2.30415, 1.13078]],
  "lowdin_charge": [-0.086, -0.090, -0.020, -0.161, -0.387, 0.016, -0.044, -0.103, -0.142, -0.298, -0.222, -0.033, 0.102, 0.073, -0.112, 0.103, 0.091, 0.106, 0.102, 0.114, 0.118, 0.120, 0.111, 0.109, 0.131, 0.151, 0.083, 0.091, 0.075],
  "homo_lumo_gap_ev": [6.808, 6.157],
  "charge": 0,
  "homo_energy_ha": [-0.271, -0.259],
  "e_lumo_ev": [-0.573, -0.879]
}